No. 1
Here is C5H5NO2 as an isolated structure from the Open Molecules 2025 dataset. Energies are from the ωB97M-V functional and the def2-TZVPD basis.

Positions of all 13 atoms, in Å:
C -2.092 -0.142 -0.031
H 1.935 -2.024 0.070
C -0.100 0.673 -0.040
H -2.470 -0.186 0.990
C 0.041 -0.628 -0.136
H 1.457 2.208 -0.117
C 1.350 -1.120 -0.013
O -1.158 -1.278 -0.252
H 2.826 0.340 0.874
N 1.903 0.050 -0.276
C 1.046 1.171 -0.265
H -3.269 -0.194 -0.713
O -1.471 1.128 -0.091

Values from the calculation:
- highest occupied orbital energy (eV) = -8.2
- max |F| (eV Å⁻¹) = 9.69


No. 2
Here is one molecule with the formula C5H5NO3S from the Open Molecules 2025 dataset. Energies are from the ωB97M-V functional and the def2-TZVPD basis.

Positions of all 15 atoms, in Å:
S 1.689 -0.394 0.237
N -2.928 -0.664 0.272
O 1.458 -1.031 1.501
H 1.118 1.877 1.058
H -2.969 1.117 1.466
C 1.625 1.359 0.328
C 0.403 -0.818 -1.048
O 2.935 -0.651 -0.458
C -1.123 0.583 0.409
C -2.417 0.373 0.835
H 2.131 1.886 -0.469
H 0.400 -0.038 -1.689
H 0.440 -1.858 -1.613
C -0.813 -0.537 -0.320
O -1.949 -1.203 -0.509

Values from the calculation:
- highest occupied orbital energy (spin up / spin down) (eV) = -10.2 / -9.9
- ⟨S²⟩ = 2.0112
- max |F| (eV Å⁻¹) = 3.94
- multiplicity = 3


No. 3
Here is one molecule with the formula C5H5NO4 from the Open Molecules 2025 dataset. Energies are from the ωB97M-V functional and the def2-TZVPD basis.

Positions of all 15 atoms, in Å:
C 0.687 0.361 1.134
H -0.242 -0.387 -2.119
H 2.034 0.350 -0.612
O -0.557 -0.263 1.398
O -1.680 1.990 0.698
H 0.655 1.435 1.361
H 1.423 -0.132 1.773
O -1.822 -2.583 0.260
O -2.861 1.047 -0.842
C -2.192 -1.466 0.031
H -3.129 -1.240 -0.509
C 0.044 -0.157 -1.125
N -2.050 1.029 0.060
C 1.007 0.179 -0.330
C -1.425 -0.246 0.370

Values from the calculation:
- highest occupied orbital energy (spin up / spin down) (eV) = -7.2 / -10.4
- ⟨S²⟩ = 2.0212
- max |F| (eV Å⁻¹) = 4.19
- multiplicity = 3


No. 4
Here is an isolated ion of composition C5H5NO6 and charge -2 from the Open Molecules 2025 dataset. Energies are from the ωB97M-V functional and the def2-TZVPD basis.

Positions of all 17 atoms, in Å:
C 0.477 -0.635 1.563
H -0.283 -1.376 -0.027
H 0.211 -1.229 2.454
H 1.520 -0.849 1.069
C 1.383 -1.033 -1.510
O -2.003 2.528 -0.248
C -0.454 0.623 -0.229
H -2.375 -0.444 0.540
H 0.705 0.384 1.921
C 0.653 1.226 -0.873
O 1.693 0.298 -1.015
N -0.512 -0.594 0.481
O -2.753 0.539 0.537
O 0.456 -1.204 -2.288
C -1.685 1.329 -0.028
O 2.100 -1.887 -1.005
O 0.866 2.323 -1.341

Values from the calculation:
- highest occupied orbital energy (eV) = 0.0
- total charge = -2
- max |F| (eV Å⁻¹) = 3.33


No. 5
Here is one molecule with the formula C5H5NS2 from the Open Molecules 2025 dataset. Energies are from the ωB97M-V functional and the def2-TZVPD basis.

Positions of all 13 atoms, in Å:
H -0.588 2.847 -0.072
C -0.429 1.802 -0.081
H 1.789 1.575 -0.067
S 3.139 -0.922 -0.084
H -1.525 -2.283 1.165
N 0.554 -0.196 -0.093
C 1.534 -1.158 -0.106
C 0.774 1.179 -0.072
H -2.516 0.946 -0.100
H 1.105 -2.152 -0.155
C -1.444 0.794 -0.093
S -1.559 -2.015 -0.162
C -0.833 -0.417 -0.081

Values from the calculation:
- highest occupied orbital energy (eV) = -9.0
- max |F| (eV Å⁻¹) = 0.78


No. 6
Here is one molecule with the formula C5H5NS2 from the Open Molecules 2025 dataset. Energies are from the ωB97M-V functional and the def2-TZVPD basis.

Positions of all 13 atoms, in Å:
C 2.174 0.012 -0.306
H -1.763 -0.138 1.363
C -1.438 -0.569 0.458
S 3.719 -0.376 -0.593
C 1.044 -0.917 -0.048
C -0.045 -0.168 0.160
H -1.534 -1.636 0.590
C 0.444 1.239 0.020
H -2.664 1.177 -0.651
N 1.693 1.354 -0.231
H -0.157 2.142 0.154
S -2.613 -0.139 -0.878
H 1.141 -1.981 -0.037

Values from the calculation:
- highest occupied orbital energy (eV) = -9.2
- max |F| (eV Å⁻¹) = 1.35


No. 7
Here is a 2-piece molecular cluster, C5H5O2S overall from the Open Molecules 2025 dataset. Energies are from the ωB97M-V functional and the def2-TZVPD basis.

Positions of all 13 atoms, in Å:
H -2.225 -1.837 1.125
C -2.003 -1.422 0.140
O 0.625 2.814 0.605
H -2.875 -0.783 -0.167
H 1.603 2.702 0.516
C 2.321 -0.721 -0.026
C 0.304 1.712 -0.299
H 0.388 1.999 -1.392
H -1.691 -2.222 -0.566
C -0.800 -0.579 0.183
O 3.437 -0.331 -0.087
S 1.301 -1.906 0.019
C -0.385 0.575 -0.053

Values from the calculation:
- highest occupied orbital energy (spin up / spin down) (eV) = -1.6 / -1.6
- total charge = -1
- max |F| (eV Å⁻¹) = 2.23


No. 8
Here is a 2-piece molecular cluster, C5H5P overall from the Open Molecules 2025 dataset. Energies are from the ωB97M-V functional and the def2-TZVPD basis.

Positions of all 11 atoms, in Å:
C -1.479 0.125 0.318
C 1.849 0.900 -0.407
C 1.600 0.586 0.837
H 2.195 1.664 -1.067
H -1.802 1.084 0.639
H -2.197 -2.045 0.527
H -0.893 -0.588 -2.196
C -0.510 -0.639 -0.488
C -1.641 -1.174 0.275
P 1.287 -0.847 -0.284
H 1.591 0.938 1.846

Values from the calculation:
- highest occupied orbital energy (eV) = -8.1
- max |F| (eV Å⁻¹) = 3.95


No. 9
Here is C5H6 as an isolated structure from the Open Molecules 2025 dataset. Energies are from the ωB97M-V functional and the def2-TZVPD basis.

Positions of all 11 atoms, in Å:
H 0.619 -2.003 1.638
H -2.162 -0.037 -0.840
C -1.179 0.317 -1.043
H -0.799 1.357 0.821
H 0.323 -1.180 -2.132
H 1.117 -0.358 2.293
C -0.331 1.219 -0.110
C 0.588 0.053 -0.285
C 0.109 -0.270 -1.495
C 1.445 -1.238 1.561
H 0.271 2.140 -0.408

Values from the calculation:
- highest occupied orbital energy (eV) = -7.8
- max |F| (eV Å⁻¹) = 6.37


No. 10
Here is C5H6Br2CdNO2 as an isolated structure from the Open Molecules 2025 dataset. Energies are from the ωB97M-V functional and the def2-TZVPD basis.

Positions of all 17 atoms, in Å:
C -0.154 0.561 0.057
O 1.003 0.023 2.706
Br 1.234 -0.178 -2.330
H -1.220 -1.911 -0.414
C 0.208 0.990 -1.141
H -1.906 -0.981 0.699
Cd 1.034 -3.793 1.076
C 0.736 -0.888 2.015
C 0.155 -0.840 0.577
H 0.843 2.786 -2.083
N -1.125 -1.629 0.566
H 0.837 -1.427 -0.069
H -0.755 2.283 -2.635
C -0.115 2.352 -1.732
H -0.609 3.048 -1.043
Br -1.168 1.733 1.236
O 1.003 -2.127 2.515

Values from the calculation:
- highest occupied orbital energy (eV) = -12.4
- total charge = +1
- max |F| (eV Å⁻¹) = 2.55


No. 11
Here is one molecule with the formula C5H6Br2O2 from the Open Molecules 2025 dataset. Energies are from the ωB97M-V functional and the def2-TZVPD basis.

Positions of all 15 atoms, in Å:
Br -2.100 1.199 -0.878
Br 2.403 -0.623 -0.737
H -1.380 0.195 1.998
H -0.718 -1.446 -1.861
C -0.475 0.047 1.272
H -1.618 -2.121 -0.663
O 2.098 2.420 0.822
H 0.780 1.198 -1.651
C -0.874 -0.133 -0.183
O 0.275 1.297 1.501
C 1.223 1.582 0.661
C -0.781 -1.532 -0.816
H 0.045 -0.893 1.633
H -0.003 -1.975 -0.411
C 1.126 0.786 -0.686

Values from the calculation:
- highest occupied orbital energy (eV) = -8.8
- max |F| (eV Å⁻¹) = 5.22


No. 12
Here is a 2-piece molecular cluster, C5H6BrCl overall from the Open Molecules 2025 dataset. Energies are from the ωB97M-V functional and the def2-TZVPD basis.

Positions of all 13 atoms, in Å:
H -1.241 1.194 -0.150
H 0.176 0.359 1.904
C -1.206 0.111 -0.461
C 0.192 -1.696 -0.898
H -0.544 -2.412 -1.199
Br 1.055 0.583 -2.642
C -0.066 -0.643 0.143
H 1.735 1.486 2.388
C 0.116 -0.210 -1.222
Cl 0.010 2.631 1.535
H -2.110 -0.446 -0.703
C 0.647 1.262 2.253
H 1.236 -2.219 -0.948

Values from the calculation:
- highest occupied orbital energy (spin up / spin down) (eV) = -8.8 / -8.5
- max |F| (eV Å⁻¹) = 2.45